Entry 1:
Computed, not measured: a molecular structure, C14H29N2PS4SbV, with ωB97M-V/def2-TZVPD.

Computed properties:
charge = -1
2S+1 = 2
lowest unoccupied orbital energy (alpha / beta) = 2.405 / 2.406 eV
HOMO-LUMO gap (alpha / beta) = 6.212 / 5.726 eV

Each line ends with the Löwdin spin population.
Cartesian coordinates (Å):
V 0.004 0.372 0.096  0.954
S -3.677 -2.607 1.739  0.001
Sb -1.600 -1.838 1.290  0.004
S -1.184 0.395 2.097  0.003
S -1.363 -1.160 -1.035  0.021
S 0.213 -3.148 1.752  0.000
C -3.969 3.314 -1.807  0.002
C -2.550 3.150 -1.375  0.011
C -1.526 4.064 -1.216  0.002
C -0.421 3.318 -0.778  0.012
N -0.746 2.027 -0.689  -0.003
N -2.054 1.960 -1.048  0.001
C 0.940 3.783 -0.395  -0.003
H -4.131 4.325 -2.177  0.000
H -4.652 3.138 -0.975  0.001
H -4.224 2.611 -2.602  0.000
H -1.573 5.129 -1.386  0.000
H -2.473 1.031 -1.060  0.001
H 1.259 4.617 -1.020  0.000
H 1.648 2.959 -0.496  -0.003
H 0.963 4.108 0.646  0.000
C 2.764 1.412 -2.819  -0.001
C 3.453 0.683 -1.657  -0.003
C 4.725 -0.006 -2.152  -0.001
P 2.204 -0.318 -0.711  -0.009
C 2.963 -0.479 0.981  0.004
C 4.462 -0.764 1.101  0.001
C 2.626 0.784 1.774  0.005
C 2.122 -2.022 -1.426  -0.003
C 1.710 -1.976 -2.901  0.000
C 3.272 -2.994 -1.175  -0.001
H 3.415 2.190 -3.229  0.000
H 1.828 1.876 -2.508  0.000
H 2.531 0.715 -3.628  0.000
H 3.742 1.440 -0.920  0.000
H 4.500 -0.717 -2.946  0.000
H 5.256 -0.536 -1.366  0.000
H 5.407 0.743 -2.570  0.000
H 2.399 -1.310 1.413  0.000
H 5.063 0.078 0.740  0.000
H 4.771 -1.660 0.564  0.000
H 4.713 -0.912 2.157  0.000
H 3.116 1.666 1.344  0.000
H 2.957 0.686 2.812  0.000
H 1.547 0.979 1.816  0.003
H 1.268 -2.412 -0.869  0.000
H 2.537 -1.679 -3.552  0.000
H 0.877 -1.292 -3.064  0.000
H 1.377 -2.968 -3.219  0.000
H 4.224 -2.676 -1.605  0.000
H 3.012 -3.958 -1.625  0.000
H 3.401 -3.172 -0.106  0.000

=====

Entry 2:
Computed, not measured: 2 unconnected molecules or ions with the total composition C14H29N5O6, with ωB97M-V/def2-TZVPD.

Computed properties:
charge = 0
SMILES string = CNC(=O)[C@H](CCC(N)=O)NC(C)=O.NCCC[C@@H](O)[C@H](N)C(=O)O
energy above the lowest of the compared OMol25 structures with the same formula, charge and spin = 0.0 kcal/mol
2S+1 = 1
lowest unoccupied orbital energy = 0.616 eV
HOMO-LUMO gap = 9.493 eV

Each line ends with the Mulliken charge.
Cartesian coordinates (Å):
C -1.142 -1.235 -3.593  -0.848
N -1.000 -1.331 -2.140  -0.086
C -1.102 -0.403 -1.176  -0.271
O -0.932 -0.791 -0.029  -0.703
C -1.457 1.091 -1.423  0.211
C -2.188 1.708 -0.207  -0.840
C -2.581 3.191 -0.351  -0.811
C -1.399 4.106 -0.654  0.532
N -1.539 5.045 -1.565  -0.325
O -0.323 3.997 -0.097  -0.677
N -2.238 1.365 -2.639  0.288
C -1.844 2.009 -3.737  0.662
C -0.408 2.475 -3.889  -0.909
O -2.643 2.219 -4.634  -0.700
H -2.164 -0.963 -3.861  0.285
H -0.921 -2.205 -4.043  0.338
H -0.444 -0.505 -3.999  0.218
H -0.754 -2.241 -1.775  0.303
H -0.496 1.598 -1.494  0.269
H -1.547 1.617 0.672  0.228
H -3.096 1.133 -0.017  0.491
H -3.331 3.294 -1.135  0.362
H -3.035 3.527 0.581  0.425
H -0.737 5.631 -1.713  0.266
H -2.407 5.167 -2.053  0.204
H -3.202 1.070 -2.641  0.253
H 0.271 1.635 -3.769  0.292
H -0.182 3.233 -3.142  0.185
H -0.281 2.902 -4.883  0.318
N -0.931 -0.397 4.883  -0.566
C 0.283 -0.038 4.143  -0.695
C 0.587 -1.113 3.103  -0.361
C 1.892 -0.786 2.359  -0.965
C 2.209 -1.745 1.197  -0.051
O 3.465 -1.320 0.660  -0.621
C 2.296 -3.233 1.610  0.317
N 3.396 -3.432 2.604  -0.702
C 2.467 -4.104 0.337  0.149
O 1.529 -4.219 -0.439  -0.583
O 3.657 -4.736 0.154  -0.456
H -1.174 0.327 5.559  0.213
H -0.826 -1.301 5.340  0.213
H 1.126 0.060 4.836  0.329
H 0.139 0.926 3.645  0.349
H -0.245 -1.177 2.397  0.266
H 0.679 -2.077 3.609  0.451
H 1.817 0.228 1.951  0.390
H 2.720 -0.797 3.075  0.389
H 1.434 -1.637 0.431  0.091
H 4.120 -1.297 1.378  0.431
H 1.342 -3.528 2.058  0.577
H 3.282 -4.320 3.092  0.273
H 4.295 -3.425 2.117  0.235
H 3.563 -5.198 -0.693  0.366

=====

Entry 3:
Computed, not measured: a molecular structure, C14H29N6OPSiTi, with ωB97M-V/def2-TZVPD.

Computed properties:
charge = 0
2S+1 = 1
lowest unoccupied orbital energy (alpha / beta) = 0.035 / -0.124 eV
HOMO-LUMO gap (alpha / beta) = 4.900 / 4.446 eV

Each line ends with the Mulliken charge.
Cartesian coordinates (Å):
Ti -0.230 0.063 0.598  0.431
Si 1.768 0.491 -1.132  0.618
P -0.105 0.658 -2.464  1.343
N -0.755 -1.526 0.048  -0.499
H -0.394 1.815 1.857  -0.607
C -1.936 0.621 -2.362  -1.240
H -2.342 0.513 -3.382  0.506
H -2.329 1.549 -1.922  0.281
H -2.269 -0.230 -1.750  0.266
C 0.179 2.184 -3.430  -1.351
H -0.432 2.145 -4.344  0.432
H 1.235 2.289 -3.710  0.389
H -0.120 3.063 -2.840  0.300
C 0.186 -0.726 -3.619  -1.430
H -0.329 -0.505 -4.565  0.448
H -0.217 -1.654 -3.193  0.324
H 1.257 -0.863 -3.806  0.377
C 2.542 2.086 -0.510  -1.249
H 2.430 2.181 0.578  0.357
H 2.136 2.976 -1.004  0.361
H 3.614 2.008 -0.739  0.398
H 1.603 -0.392 0.068  0.030
H 2.791 -0.258 -1.914  -0.311
C -0.729 -2.839 -0.198  -0.355
C -1.789 -5.043 -0.129  -0.465
C -1.868 -3.671 0.052  -0.317
C 0.465 -3.465 -0.692  0.280
C 0.516 -4.842 -0.865  -0.672
C -0.599 -5.638 -0.573  -0.439
H -2.665 -5.658 0.080  0.341
H -2.778 -3.176 0.401  0.367
H 1.326 -2.819 -0.906  0.229
H 1.437 -5.296 -1.230  0.351
H -0.541 -6.716 -0.705  0.348
C -1.275 2.275 1.249  1.925
O -1.714 1.177 0.444  -0.610
C -2.406 2.717 2.166  -1.684
H -2.120 3.623 2.704  0.403
H -2.616 1.926 2.894  0.358
H -3.317 2.925 1.589  0.336
C -0.717 3.442 0.444  -1.123
H -1.265 3.588 -0.499  0.141
H 0.355 3.311 0.225  0.020
H -0.812 4.358 1.042  0.516
N 2.388 1.389 4.922  -0.643
N 1.536 0.492 4.297  0.650
N 1.877 -0.832 4.335  -0.701
C 1.311 -1.281 3.215  -0.339
N 0.773 -0.294 2.458  0.274
N 0.977 0.864 3.119  -0.410
H 1.956 2.300 4.983  0.244
H 2.681 1.010 5.811  0.288
H 1.329 -2.317 2.906  0.512

=====

Entry 4:
Computed, not measured: 2 unconnected molecules or ions with the total composition C14H29NO4S, with ωB97M-V/def2-TZVPD.

Computed properties:
charge = -1
2S+1 = 2
lowest unoccupied orbital energy (alpha / beta) = 2.396 / 2.203 eV
HOMO-LUMO gap (alpha / beta) = 6.798 / 6.606 eV

Each line ends with the Löwdin spin population.
Cartesian coordinates (Å):
C 2.120 -0.439 -2.895  0.000
C 1.757 0.661 -3.981  0.000
C 3.119 1.293 -4.448  0.000
C 0.732 1.688 -3.419  0.000
C -0.534 0.952 -2.826  0.000
S -1.419 -0.054 -4.063  0.000
O -0.787 -1.384 -4.176  0.000
O -1.428 0.666 -5.350  0.000
O -2.875 -0.282 -3.626  0.000
H 1.315 -1.199 -2.840  0.000
H 2.321 0.079 -1.930  0.000
H 3.090 -0.877 -3.241  0.000
H 1.278 0.159 -4.852  0.000
H 3.479 0.727 -5.341  0.000
H 3.895 1.108 -3.659  0.000
H 3.095 2.392 -4.608  0.000
H 1.118 2.326 -2.592  0.000
H 0.325 2.324 -4.242  0.000
H -0.256 0.292 -1.968  0.000
H -1.265 1.688 -2.420  0.000
C -2.673 0.291 2.403  0.001
C -1.714 -0.756 1.793  0.025
C -1.590 -1.942 2.758  0.013
C -0.775 -1.604 4.004  0.001
C 0.594 -1.049 3.620  0.013
C 0.538 0.112 2.613  0.025
N -0.390 -0.144 1.475  0.332
O 0.229 -0.945 0.632  0.581
C 0.129 1.418 3.327  0.002
C 1.977 0.396 2.143  -0.001
C -2.448 -1.213 0.521  -0.001
H -3.700 -0.078 2.388  0.000
H -2.471 0.519 3.448  0.000
H -2.653 1.223 1.834  0.001
H -1.121 -2.792 2.250  0.003
H -2.585 -2.282 3.060  0.001
H -1.311 -0.889 4.637  0.000
H -0.646 -2.505 4.610  0.001
H 1.119 -0.730 4.525  0.001
H 1.186 -1.870 3.200  0.002
H -0.020 2.224 2.605  0.002
H 0.911 1.742 4.017  0.000
H -0.771 1.328 3.931  0.000
H 2.458 -0.486 1.719  -0.001
H 2.597 0.713 2.984  0.000
H 1.998 1.192 1.396  0.000
H -2.547 -0.390 -0.191  0.000
H -3.453 -1.565 0.759  0.000
H -1.948 -2.040 0.016  -0.001

=====

Entry 5:
Computed, not measured: a molecular structure, C14H29NO7P2Si2Tl, with ωB97M-V/def2-TZVPD.

Computed properties:
charge = +1
2S+1 = 1
lowest unoccupied orbital energy (alpha / beta) = -5.358 / -5.357 eV
HOMO-LUMO gap (alpha / beta) = 7.220 / 7.221 eV

Each line ends with the Mulliken charge.
Cartesian coordinates (Å):
Tl 0.916 3.005 3.846  0.773
C -2.549 -1.362 3.798  -1.525
C -1.630 -0.198 3.916  1.083
O -1.324 -0.070 5.308  -0.609
P -2.426 1.435 3.554  0.725
O -3.592 1.606 4.563  -0.556
O -3.280 1.306 2.216  -0.546
O -1.536 2.641 3.601  -0.710
P -0.020 -0.215 2.877  0.682
O 0.537 -1.730 2.886  -0.590
O 0.993 0.602 3.653  -0.824
O -0.369 0.223 1.472  -0.250
H -3.167 -1.325 4.723  0.434
H -1.886 -2.263 3.914  0.311
H -3.084 -1.319 2.829  0.254
H -0.425 0.283 5.388  0.394
H -3.302 1.550 5.496  0.387
H -2.947 1.679 1.375  0.365
H 1.211 -1.846 3.543  0.306
C 0.283 0.398 -4.717  -1.158
Si 0.421 1.321 -3.162  0.483
C 1.948 2.420 -3.088  -1.135
C -1.104 2.238 -2.535  -0.950
C 0.682 -0.086 -1.785  0.971
C -0.471 -0.808 -1.425  0.530
C -0.410 -1.608 -0.304  -0.792
C -1.608 -2.090 0.259  -0.270
C -2.782 -1.706 -0.348  -0.613
C -2.751 -0.971 -1.547  -0.531
N -1.638 -0.560 -2.106  -0.253
Si 2.453 -0.685 -1.306  -0.040
C 2.714 -2.304 -0.493  -0.990
C 3.206 -0.930 -2.982  -1.063
C 3.285 0.664 -0.248  -0.805
H -0.076 1.056 -5.497  0.460
H -0.503 -0.361 -4.588  0.340
H 1.107 -0.123 -5.163  0.385
H 2.124 3.143 -3.871  0.433
H 2.773 1.798 -3.036  0.319
H 1.945 2.914 -2.095  0.296
H -2.049 1.975 -2.968  0.313
H -1.067 3.313 -2.619  0.443
H -1.055 2.021 -1.445  0.097
H 0.505 -1.888 0.068  0.060
H -1.565 -2.692 1.205  0.554
H -3.769 -2.091 -0.075  0.447
H -3.661 -0.622 -2.028  0.459
H 2.413 -3.107 -1.175  0.306
H 2.381 -2.548 0.550  0.339
H 3.859 -2.230 -0.498  0.351
H 2.556 -1.486 -3.626  0.337
H 4.125 -1.450 -2.864  0.430
H 3.384 0.068 -3.453  0.288
H 2.648 0.827 0.639  0.112
H 3.267 1.668 -0.741  0.290
H 4.310 0.523 0.109  0.453

=====

Entry 6:
Computed, not measured: a molecular structure, C14H2AuF5N2S3, with ωB97M-V/def2-TZVPD.

Computed properties:
charge = 0
2S+1 = 1
lowest unoccupied orbital energy (alpha / beta) = -3.633 / -3.634 eV
HOMO-LUMO gap (alpha / beta) = 5.523 / 5.522 eV

Each line ends with the Mulliken charge.
Cartesian coordinates (Å):
Au 0.497 -1.429 -1.318  0.486
S 2.672 -2.093 -0.767  -0.351
C 2.912 -0.757 0.345  0.400
C 4.156 -0.148 0.483  -0.718
C 4.308 0.932 1.337  0.640
C 5.597 1.562 1.444  -0.236
N 6.629 2.060 1.511  -0.443
C 3.214 1.425 2.070  0.517
C 1.972 0.828 1.936  -0.733
C 1.825 -0.269 1.093  0.534
S 0.313 -1.122 0.962  -0.260
C 3.366 2.551 2.951  -0.199
N 3.476 3.442 3.666  -0.448
H 5.005 -0.503 -0.085  0.528
H 1.127 1.207 2.493  0.543
F -6.550 -1.241 -0.973  -0.281
C -5.281 -0.953 -1.230  0.590
C -4.372 -1.971 -1.464  0.013
F -4.771 -3.239 -1.424  -0.284
C -3.055 -1.659 -1.742  0.507
F -2.211 -2.673 -1.964  -0.295
C -2.600 -0.346 -1.781  -0.028
S -0.941 0.102 -2.156  -0.382
C -3.535 0.655 -1.531  0.325
F -3.163 1.933 -1.550  -0.318
C -4.861 0.365 -1.267  0.163
F -5.732 1.344 -1.040  -0.275

=====

Max |F| per entry: 1.605; 2.050; 2.271; 5.291; 2.548; 0.606 eV/Å